(1)
{
  "formula": "C33H76N2NbO10S",
  "method": "ωB97M-V with the def2-TZVPD basis set",
  "multiplicity": 1,
  "total_charge": -1,
  "total_energy_ev": -71273.422,
  "elements": ["C", "C", "C", "O", "O", "C", "C", "C", "C", "C", "C", "Nb", "S", "C", "N", "C", "C", "O", "C", "C", "C", "C", "C", "C", "N", "C", "H", "H", "H", "H", "H", "H", "H", "H", "H", "H", "H", "H", "H", "H", "H", "H", "H", "H", "H", "H", "H", "H", "H", "H", "H", "H", "H", "H", "H", "H", "H", "H", "H", "H", "C", "C", "O", "H", "H", "H", "H", "H", "H", "C", "C", "O", "H", "H", "H", "H", "H", "H", "C", "C", "O", "H", "H", "H", "H", "H", "H", "C", "C", "O", "H", "H", "H", "H", "H", "H", "C", "C", "O", "H", "H", "H", "H", "H", "H", "C", "C", "O", "H", "H", "H", "H", "H", "H", "C", "C", "O", "H", "H", "H", "H", "H", "H"],
  "positions_angstrom": [[4.95334, 4.02419, 3.74832], [4.43283, 2.91156, 2.88651], [5.35979, 1.66865, 2.30842], [6.62502, 1.59025, 2.75534], [4.91650, 0.66321, 1.33014], [3.63325, 0.04412, 1.73068], [3.02398, -0.97219, 0.56026], [2.60690, -0.12106, -0.81133], [0.97129, -0.21463, -1.13394], [0.46463, 1.36944, -1.09791], [-0.89065, 1.55891, -2.01636], [-2.85894, 1.31857, -0.92108], [-4.06463, 1.94030, -3.10476], [-1.93555, 0.75357, 1.06831], [-1.42790, 1.91713, 1.89027], [-4.95266, 0.91872, -0.02168], [-5.12949, -0.65291, 0.50772], [-5.43768, -0.56428, 1.95368], [-6.87342, -0.89169, 2.20438], [-7.06539, -0.87363, 3.86283], [-3.04914, 3.57992, -0.39741], [-3.80977, 3.98741, 1.02019], [-4.04085, 5.64954, 1.07611], [-3.41977, 6.52370, -0.15343], [-2.63154, 6.10396, -1.33528], [-2.44688, 4.62683, -1.48627], [6.09694, 4.32876, 3.60680], [4.30741, 4.57622, 4.57392], [3.28980, 2.91359, 2.57409], [2.79182, 0.87051, 1.89255], [3.73013, -0.55785, 2.75416], [2.12109, -1.61327, 0.97497], [3.94876, -1.65219, 0.23823], [3.15804, -0.54502, -1.77206], [2.93509, 0.99771, -0.58363], [0.75347, -0.67023, -2.20710], [0.49513, -0.87691, -0.29690], [1.30634, 1.97142, -1.64962], [0.38714, 1.81605, -0.01992], [-0.86458, 0.71628, -2.85930], [-0.72476, 2.55005, -2.61454], [-2.88958, -0.43727, -1.45613], [-5.43622, 2.22736, -2.80351], [-1.06677, -0.01420, 0.94006], [-2.77359, 0.21077, 1.72506], [-0.49654, 1.59323, 2.25130], [-2.06897, 1.95928, 2.73777], [-5.75656, 1.04372, -0.88795], [-5.22673, 1.61218, 0.87646], [-4.08218, -1.17294, 0.40651], [-5.92365, -1.24355, -0.11719], [-7.04863, -1.97961, 1.78187], [-7.59958, -0.09100, 1.71672], [-7.46197, 0.16576, 4.24354], [-7.80981, -1.70478, 4.21992], [-6.01929, -1.12488, 4.36175], [-4.18480, 3.24349, 1.84227], [-4.60568, 6.13523, 1.97787], [-3.61494, 7.70452, -0.06690], [-1.85413, 4.34699, -2.46924], [1.94432, -3.65872, -4.99144], [1.17865, -2.78576, -4.01886], [1.72735, -1.47617, -4.00701], [3.00238, -3.70763, -4.71393], [1.53649, -4.67336, -5.00926], [1.89937, -3.24290, -6.00331], [1.24447, -3.19285, -3.00558], [0.12221, -2.72145, -4.29704], [1.65646, -1.12045, -4.90937], [9.99260, 1.27376, 4.99648], [9.31203, -0.07858, 4.94965], [7.90240, 0.08600, 4.99549], [9.71641, 1.81220, 5.90900], [11.08037, 1.16425, 4.96643], [9.67743, 1.89547, 4.15212], [9.61276, -0.68830, 5.80672], [9.57309, -0.61784, 4.03387], [7.64461, 0.62160, 4.22575], [-8.55568, -4.30938, -1.27104], [-9.32135, -3.43643, -0.29846], [-8.77265, -2.12684, -0.28661], [-7.49762, -4.35830, -0.99353], [-8.96351, -5.32402, -1.28886], [-8.60063, -3.89357, -2.28290], [-9.25553, -3.84352, 0.71482], [-10.37779, -3.37212, -0.57664], [-8.84354, -1.77112, -1.18897], [-7.27538, 4.29079, -0.68768], [-7.95595, 2.93845, -0.73452], [-9.36558, 3.10304, -0.68868], [-7.55158, 4.82923, 0.22484], [-6.18761, 4.18128, -0.71773], [-7.59055, 4.91250, -1.53204], [-7.65522, 2.32873, 0.12256], [-7.69489, 2.39919, -1.65029], [-9.62337, 3.63863, -1.45842], [2.85465, -4.05605, 3.80101], [1.65973, -4.06002, 2.87024], [2.07564, -3.76166, 1.54576], [3.35213, -3.08079, 3.78447], [2.55038, -4.28007, 4.82734], [3.59559, -4.79692, 3.48332], [0.93207, -3.30347, 3.17834], [1.16452, -5.03591, 2.87146], [2.71515, -4.44391, 1.27861], [9.37566, -2.41415, 0.98239], [9.97397, -3.16869, 2.15152], [10.29847, -4.49401, 1.75847], [8.47468, -2.91916, 0.61894], [9.11574, -1.39150, 1.27007], [10.07957, -2.37655, 0.14459], [9.25940, -3.22286, 2.97811], [10.88255, -2.67693, 2.51241], [10.93981, -4.43494, 1.02977], [2.90899, 0.07546, -8.16363], [1.43354, -0.26435, -8.12146], [0.83195, 0.32758, -6.97955], [3.41201, -0.28089, -7.25871], [3.38873, -0.37720, -9.03603], [3.05578, 1.15974, -8.20358], [1.29182, -1.34734, -8.05946], [0.92109, 0.10008, -9.01710], [0.95595, 1.28971, -7.04843]],
  "forces_ev_per_a": [[-0.144, -3.166, -2.454], [0.397, 1.863, 1.372], [5.327, 0.277, 1.381], [-7.400, 0.381, -2.827], [-0.381, 2.170, 3.293], [-2.763, -0.784, 0.282], [1.619, 0.656, -0.778], [-0.336, -0.572, 0.351], [0.894, 1.302, 0.498], [0.073, -0.651, -1.159], [1.330, -0.292, -1.542], [0.445, 1.308, 0.257], [-1.383, 0.134, 0.394], [-0.888, -1.659, 1.155], [0.203, -1.004, 1.456], [-1.992, -1.384, -0.709], [1.188, 1.275, -0.265], [-2.280, -1.125, -1.050], [0.505, -0.115, 1.114], [0.339, -0.241, -0.333], [-0.336, 2.223, 1.265], [1.623, 5.199, -4.478], [2.167, -2.739, -2.840], [-0.132, -1.805, 0.986], [-2.154, -3.697, 3.621], [-2.412, 2.403, 3.583], [-2.595, -1.152, 0.913], [1.140, -0.993, -2.556], [2.535, -0.360, 1.234], [1.899, -1.565, -0.307], [0.150, 1.325, -2.178], [2.200, 1.459, -0.768], [-2.144, 1.047, 0.969], [-0.885, 1.019, 2.186], [-0.742, -2.305, -0.852], [0.587, 1.082, 2.507], [0.614, 1.271, -1.639], [-1.458, -1.094, 1.095], [0.019, -0.966, -1.896], [0.118, 1.641, 1.611], [-0.572, -1.651, 1.046], [-0.058, -0.143, 0.264], [1.927, -0.428, -0.183], [-1.591, 1.138, 0.011], [1.700, 0.707, -1.516], [-1.228, 0.672, -0.110], [1.327, 0.158, -1.339], [1.476, 0.033, 1.962], [0.401, -1.228, -1.601], [-2.180, 0.700, 0.350], [1.333, 1.036, 1.350], [0.017, 2.287, 0.793], [1.525, -1.783, 0.785], [0.912, -2.051, -0.779], [1.270, 1.595, -0.809], [-2.181, 0.674, -1.120], [0.848, 1.577, -1.947], [1.212, -0.754, -2.039], [0.576, -2.939, -0.339], [-1.540, 0.303, 2.459], [0.121, -0.245, -0.028], [0.050, 0.159, -0.315], [0.194, 0.115, -0.302], [-0.147, -0.018, 0.048], [0.049, 0.042, -0.076], [-0.107, -0.065, 0.034], [0.013, 0.229, -0.062], [-0.054, -0.188, 0.072], [-0.110, 0.030, 0.399], [0.228, 0.170, 0.047], [-0.394, 0.323, -0.137], [0.016, -0.086, 0.012], [0.052, -0.151, -0.067], [-0.026, 0.079, -0.018], [0.076, -0.119, 0.006], [-0.172, 0.015, -0.084], [0.240, -0.060, 0.001], [-0.111, -0.177, 0.183], [0.117, -0.246, -0.034], [0.144, 0.165, -0.361], [-0.077, 0.225, -0.146], [-0.172, -0.002, 0.038], [0.047, 0.037, -0.072], [-0.090, -0.078, 0.058], [0.031, 0.233, -0.064], [-0.092, -0.210, 0.064], [0.088, -0.112, 0.498], [0.254, 0.012, 0.056], [0.149, 0.383, -0.101], [-0.701, 0.047, -0.223], [0.076, -0.143, -0.044], [-0.054, 0.089, -0.012], [0.080, -0.072, -0.059], [-0.196, 0.029, -0.159], [0.217, -0.081, 0.064], [0.179, -0.279, 0.455], [0.077, 0.078, 0.223], [0.285, -0.182, -0.009], [0.072, -0.351, -0.240], [-0.133, -0.096, 0.024], [0.094, -0.005, -0.052], [-0.095, -0.030, 0.079], [0.076, -0.056, -0.238], [-0.115, 0.021, 0.203], [-0.332, 0.406, 0.098], [-0.187, 0.177, -0.028], [0.050, 0.112, -0.343], [0.315, -0.363, -0.153], [0.089, 0.093, 0.148], [-0.007, -0.055, -0.104], [0.025, 0.090, 0.093], [0.148, -0.165, -0.106], [-0.079, 0.177, 0.114], [-0.380, -0.042, 0.400], [0.239, -0.100, -0.055], [0.144, 0.370, 0.039], [-0.063, 0.134, 0.159], [-0.086, -0.030, -0.129], [0.032, 0.079, 0.057], [-0.025, -0.083, -0.105], [-0.121, 0.166, 0.116], [0.067, -0.159, -0.143], [-0.130, -0.502, 0.152]]
}

(2)
{
  "formula": "C33H47BN4O2OsP2",
  "method": "ωB97M-V with the def2-TZVPD basis set",
  "multiplicity": 5,
  "s2": 6.24,
  "total_charge": 2,
  "total_energy_ev": -66735.085,
  "elements": ["Os", "C", "C", "C", "C", "C", "C", "C", "C", "C", "H", "H", "H", "H", "H", "H", "H", "H", "H", "H", "H", "H", "H", "H", "H", "P", "P", "N", "N", "N", "N", "C", "C", "C", "C", "C", "C", "C", "C", "C", "C", "C", "C", "C", "C", "C", "C", "C", "C", "H", "H", "H", "H", "H", "H", "H", "H", "H", "H", "H", "H", "H", "H", "H", "H", "H", "H", "H", "H", "C", "C", "C", "O", "B", "O", "C", "C", "C", "H", "H", "H", "H", "H", "H", "H", "H", "H", "H", "H", "H"],
  "positions_angstrom": [[0.14898, -1.10677, 0.97309], [-0.83519, 3.60949, 2.44800], [-1.64530, 2.72595, 1.82817], [-1.76595, 2.33861, 0.38457], [-0.41804, 1.84145, -0.09919], [0.48036, 1.16118, 0.95190], [1.25077, 1.79840, 2.00025], [1.64630, 3.21899, 2.11305], [0.57048, 3.98296, 2.87578], [1.18081, -2.71376, 1.76906], [-1.46795, 4.41627, 2.92776], [-2.25178, 2.00633, 2.42079], [-2.16291, 3.12153, -0.26179], [-2.57255, 1.58663, 0.34404], [-0.59284, 1.16036, -0.94229], [0.14768, 2.66651, -0.54080], [1.23017, 0.48641, 0.37230], [1.77112, 1.08416, 2.65670], [1.81873, 3.67602, 1.13665], [2.60567, 3.32672, 2.62427], [0.65812, 3.73618, 3.94618], [0.81185, 5.08301, 2.88310], [0.84938, -3.00787, 2.80217], [2.23519, -2.39071, 1.92537], [1.24764, -3.66997, 1.21103], [1.56627, -1.26747, -1.61690], [-2.12470, -0.65434, -2.06891], [2.86288, -0.11438, -2.27397], [2.25068, -2.59989, -2.91543], [-2.08921, 0.82297, -3.23450], [-3.54766, -1.26217, -3.03282], [0.44376, -0.66984, -2.90472], [-0.82874, -1.51450, -3.02556], [4.18512, -0.29228, -1.83906], [5.01189, 0.53093, -2.61605], [4.18599, 1.17032, -3.57612], [2.88992, 0.74863, -3.35814], [2.72475, -3.85156, -2.55661], [3.01939, -4.59556, -3.71062], [2.75612, -3.74509, -4.82279], [2.29678, -2.52531, -4.30983], [-2.68199, 2.01861, -2.81772], [-2.37059, 3.04382, -3.68765], [-1.50019, 2.48800, -4.66924], [-1.40884, 1.12859, -4.40591], [-4.49109, -0.57245, -3.80843], [-5.24970, -1.48815, -4.54263], [-4.82562, -2.79422, -4.14819], [-3.78600, -2.62674, -3.23875], [0.84936, -0.65634, -3.92557], [0.24673, 0.39151, -2.67400], [-1.10561, -1.64572, -4.08190], [-0.71800, -2.51598, -2.58850], [4.40154, -0.95431, -1.01471], [6.06560, 0.67632, -2.48120], [4.48965, 1.87590, -4.33934], [1.97784, 1.04373, -3.86625], [2.80213, -4.12079, -1.51692], [3.36255, -5.61939, -3.74034], [2.87985, -3.95710, -5.86934], [1.97184, -1.65723, -4.85919], [-3.30841, 2.03413, -1.93459], [-2.72348, 4.07912, -3.61499], [-1.00495, 3.01885, -5.44807], [-0.92001, 0.37697, -4.97643], [-4.53883, 0.50438, -3.78266], [-5.99937, -1.22891, -5.27708], [-5.22586, -3.74696, -4.48086], [-3.20098, -3.36934, -2.72035], [-1.90266, -0.76800, 6.01173], [-0.95877, -0.15011, 4.97930], [-1.12038, 1.35578, 4.94000], [-1.27127, -0.65409, 3.68442], [-0.04549, -0.74222, 2.94769], [1.04715, -0.61211, 3.87782], [0.53520, -0.54389, 5.20409], [1.36660, 0.44007, 6.02857], [0.70581, -1.95052, 5.80362], [-1.75247, -1.86360, 6.07069], [-2.94610, -0.55683, 5.72076], [-1.69763, -0.29770, 6.99516], [-2.17887, 1.58407, 4.74657], [-0.82990, 1.80247, 5.90748], [-0.53197, 1.78997, 4.10949], [0.87664, 0.60846, 7.01137], [2.36121, -0.00463, 6.20664], [1.49334, 1.39339, 5.48673], [0.25776, -2.74248, 5.17461], [1.78423, -2.16817, 5.89527], [0.27601, -1.96464, 6.82064]],
  "forces_ev_per_a": [[1.725, 0.473, -0.961], [0.099, 3.272, 2.112], [-0.011, -1.856, -1.187], [-0.258, -0.750, 0.549], [1.193, 0.104, -0.323], [0.611, 0.604, 1.364], [-0.454, -1.715, -2.131], [-0.118, 0.037, -0.171], [0.429, 0.867, -1.005], [0.181, -1.137, 1.133], [-0.012, -1.226, 0.586], [-0.449, 1.511, 0.393], [0.369, 0.477, 0.227], [0.612, -0.116, -0.009], [0.064, 0.111, 0.318], [-0.002, 0.250, -0.038], [-0.287, -0.575, 0.264], [-0.166, 0.350, -0.362], [-0.348, -0.043, -0.166], [-0.168, -0.211, 0.200], [-0.509, -0.229, -0.157], [-0.779, -0.814, -0.267], [0.260, 0.177, -0.902], [-0.492, 0.216, -0.140], [-0.345, 0.500, -0.115], [2.903, 0.879, -4.427], [-2.424, 1.501, -4.445], [0.061, -1.475, 2.029], [-0.165, -0.721, 0.939], [-0.147, 0.552, 1.698], [-0.092, -0.970, 0.509], [-0.947, 0.034, -0.161], [-0.161, -0.324, 0.349], [0.290, 1.410, -0.863], [-1.100, -1.063, 0.894], [-0.710, -0.323, 0.253], [-0.140, 0.408, -0.335], [-0.950, 1.978, -0.289], [-0.115, 0.745, -2.527], [0.679, -1.735, 1.582], [-0.170, -0.217, 1.624], [0.219, 0.100, -0.067], [0.048, -0.207, 0.579], [-0.627, -1.146, 0.737], [0.130, 0.804, 0.405], [-0.113, -0.657, -0.464], [0.995, 0.578, 1.237], [0.889, 0.418, 0.603], [-0.642, 0.170, -0.463], [0.317, 0.197, 0.913], [-0.089, -0.401, -0.083], [-0.193, 0.068, 0.469], [0.116, 0.041, -0.149], [0.082, 0.085, 0.022], [0.201, -0.124, -0.019], [-0.053, -0.123, 0.156], [0.363, 0.063, 0.133], [0.012, -0.105, 0.102], [0.048, 0.115, 0.014], [0.048, -0.134, -0.066], [0.215, -0.019, 0.031], [0.000, -0.057, -0.173], [0.229, -0.618, -0.053], [0.040, 0.091, -0.555], [0.277, -0.361, -0.285], [0.041, -0.110, -0.158], [0.008, -0.027, 0.226], [0.168, 0.269, 0.055], [-0.013, -0.063, 0.015], [0.025, 0.064, -0.030], [0.146, -0.179, 1.067], [-0.294, 0.452, 0.070], [1.371, -0.106, -1.668], [-0.667, 0.271, 3.225], [-0.887, 0.237, -2.348], [-0.040, -0.738, 0.586], [-0.092, -0.074, 0.062], [0.171, 0.029, 0.306], [-0.255, 0.717, 0.021], [0.415, -0.095, 0.202], [-0.219, -0.414, -0.409], [0.205, 0.030, 0.130], [-0.174, -0.040, -0.547], [-0.055, -0.281, 0.591], [0.378, 0.030, -0.564], [-0.413, 0.314, -0.060], [-0.062, -0.305, 0.362], [0.004, 0.441, 0.365], [-0.441, 0.084, -0.105], [0.212, -0.238, -0.457]]
}